Molecular formula: C22H56N2O24
Method: DFT, ωB97M-V/def2-TZVPD

Geometry as XYZ:
```
104
Properties=species:S:1:pos:R:3
C -1.986 3.406 0.102
O -2.933 3.221 1.126
H -1.257 2.589 0.093
H -2.390 3.309 -0.912
H -1.388 4.307 0.261
H -3.573 3.937 1.108
C -2.784 -0.106 1.841
O -3.182 -0.516 3.152
H -3.646 -0.049 1.180
H -2.369 0.906 1.891
H -2.018 -0.754 1.410
H -2.386 -0.409 3.683
C 5.577 -2.499 1.657
O 6.355 -1.653 0.832
H 5.389 -3.458 1.161
H 6.178 -2.678 2.546
H 4.605 -2.053 1.889
H 6.049 -1.640 -0.092
C 1.041 -2.787 4.965
O 2.103 -3.267 4.151
H 1.386 -1.897 5.504
H 0.176 -2.515 4.362
H 0.768 -3.542 5.705
H 2.580 -3.962 4.606
C 4.050 -1.546 -1.837
O 5.464 -1.729 -1.825
H 3.707 -0.597 -1.407
H 3.660 -1.530 -2.856
H 3.623 -2.356 -1.243
H 5.785 -1.579 -2.716
C 0.161 -1.460 -4.940
N 1.380 -0.600 -5.075
O 1.897 -0.632 -6.176
O 1.771 0.084 -4.155
H -0.612 -0.924 -4.393
H 0.387 -2.377 -4.406
H -0.236 -1.588 -5.939
C -4.935 3.084 -1.705
N -4.657 1.621 -1.838
O -5.039 0.889 -0.958
O -4.130 1.260 -2.873
H -4.685 3.380 -0.692
H -6.008 3.182 -1.843
H -4.301 3.594 -2.419
C 0.969 -5.767 1.947
O -0.258 -5.825 1.243
C -1.332 -5.213 1.723
O -2.389 -5.219 1.189
O -1.064 -4.601 2.871
C -2.169 -4.137 3.639
H 0.866 -6.032 3.000
H 1.445 -4.791 1.860
H 1.604 -6.537 1.511
H -1.806 -3.840 4.619
H -2.915 -4.925 3.716
H -2.620 -3.250 3.189
C 1.731 -1.528 1.526
O 1.074 -0.451 0.848
C 0.560 -0.677 -0.346
O 0.743 -1.610 -1.073
O -0.224 0.373 -0.611
C -0.847 0.379 -1.877
H 1.030 -2.333 1.741
H 2.153 -1.112 2.435
H 2.525 -1.865 0.857
H -0.197 0.400 -2.748
H -1.536 1.222 -1.931
H -1.516 -0.479 -1.985
C 1.606 2.967 -1.258
O 2.200 2.552 -0.058
C 3.359 1.919 -0.146
O 4.052 1.857 -1.118
O 3.650 1.416 1.040
C 4.911 0.784 1.220
H 1.536 2.160 -1.993
H 2.027 3.820 -1.796
H 0.581 3.254 -1.020
H 5.685 1.483 1.530
H 5.224 0.340 0.273
H 4.818 -0.031 1.931
C 0.786 1.885 3.322
O 0.579 2.785 4.403
C -0.632 3.057 4.855
O -0.895 3.580 5.885
O -1.549 2.620 3.959
C -2.912 2.852 4.278
H 0.505 0.896 3.696
H 1.834 1.819 3.036
H 0.242 2.121 2.410
H -3.198 2.580 5.295
H -3.528 2.287 3.585
H -3.116 3.920 4.170
C -1.170 2.692 -4.419
O -1.617 1.415 -4.837
C -2.580 1.302 -5.732
O -2.738 0.340 -6.418
O -3.288 2.430 -5.851
C -4.409 2.374 -6.704
H -1.862 3.198 -3.742
H -1.117 3.397 -5.253
H -0.178 2.702 -3.977
H -5.234 1.735 -6.366
H -4.115 1.893 -7.638
H -4.863 3.350 -6.834
```

- HOMO energy (eV) = -9.92
- SMILES string = C[N+](=O)[O-].C[N+](=O)[O-].COC(=O)OC.COC(=O)OC.COC(=O)OC.COC(=O)OC.COC(=O)OC.CO.CO.CO.CO.CO
- E_tot (a.u.) = -2786.83808
- orbital gap (eV) = 9.7704

---

Molecular formula: C16H9Cl5N4O6PdS2
Method: DFT, ωB97M-V/def2-TZVPD

Geometry as XYZ:
```
43
Properties=species:S:1:pos:R:3
Pd -0.035 0.133 -0.021
N 3.641 -5.699 -5.161
C 3.340 -4.808 -4.153
C 3.247 -5.246 -2.829
C 2.985 -4.352 -1.811
C 2.831 -3.004 -2.109
C 2.925 -2.549 -3.423
C 3.173 -3.447 -4.437
S 2.544 -1.850 -0.838
O 3.292 -0.673 -1.145
O 2.649 -2.492 0.443
N 0.918 -1.404 -1.035
C 0.007 -2.326 -0.592
N 0.040 -3.623 -0.819
C -1.011 -4.306 -0.381
C -2.096 -3.720 0.265
C -2.026 -2.365 0.507
N -0.957 -1.673 0.104
H 3.500 -6.677 -4.977
H 3.447 -5.416 -6.106
H 3.386 -6.297 -2.606
H 2.902 -4.682 -0.785
H 2.809 -1.495 -3.639
H 3.252 -3.100 -5.460
H -0.990 -5.377 -0.550
H -2.949 -4.301 0.573
H -2.796 -1.816 1.015
O -1.130 1.776 0.401
S -1.023 2.170 -1.147
O -1.212 3.571 -1.292
O 0.437 1.709 -1.258
O -1.898 1.259 -1.854
Cl -2.624 0.194 2.411
C -0.976 0.327 2.862
C 0.055 0.400 1.943
C 1.332 0.758 2.338
Cl 2.472 1.031 1.098
C 1.646 0.899 3.687
Cl 3.249 1.291 4.139
C 0.644 0.717 4.633
Cl 1.018 0.851 6.307
C -0.658 0.452 4.227
Cl -1.908 0.296 5.396
```

- HOMO energy (eV) = -8.71
- ΔE to the lowest compared entry with this formula, charge and spin (kcal/mol) = 82.4
- E_tot (a.u.) = -4510.68671
- orbital gap (eV) = 6.1589

---

Molecular formula: CNO3S2
Method: DFT, ωB97M-V/def2-TZVPD

Geometry as XYZ:
```
7
Properties=species:S:1:pos:R:3
C 0.889 0.155 1.927
N 1.988 0.634 2.128
O 0.231 1.060 -1.466
O -2.086 0.300 -1.129
O -0.189 -0.342 1.795
S -0.185 -1.792 -1.990
S -0.648 -0.015 -1.264
```

- HOMO energy (alpha / beta) (eV) = -4.11 / -4.11
- ΔE to the lowest compared entry with this formula, charge and spin (kcal/mol) = 38.9
- E_tot (a.u.) = -1114.97040
- net charge = -1
- orbital gap (alpha / beta) (eV) = 5.2535 / 5.2508

---

Molecular formula: C31H49ClCoO2P2
Method: DFT, ωB97M-V/def2-TZVPD

Geometry as XYZ:
```
86
Properties=species:S:1:pos:R:3
Co -0.563 0.273 -3.409
C -2.691 1.891 0.160
C -3.124 0.924 -0.789
C -2.636 -0.172 1.168
C -2.466 1.221 1.390
C -3.054 -0.356 -0.178
C -2.497 3.330 -0.105
H -2.184 3.489 -1.146
H -1.719 3.738 0.553
H -3.417 3.909 0.061
C -2.107 1.841 2.679
H -1.913 2.911 2.561
H -1.196 1.369 3.081
H -2.910 1.720 3.424
C -2.370 -1.221 2.167
H -3.093 -1.162 2.994
H -1.363 -1.059 2.581
H -2.421 -2.225 1.730
C -3.354 -1.632 -0.848
H -4.421 -1.706 -1.099
H -3.099 -2.482 -0.207
H -2.781 -1.707 -1.784
C -3.520 1.220 -2.176
H -4.345 1.949 -2.193
H -3.841 0.315 -2.707
H -2.669 1.661 -2.734
C 1.060 1.052 -3.522
C -0.055 1.946 -3.866
C -0.383 2.176 -5.335
C -1.317 1.062 -5.911
C -1.390 -0.133 -4.981
C -0.178 -0.907 -4.713
C 1.120 -0.581 -5.427
C 1.915 0.517 -4.653
H 0.518 2.285 -5.968
H -0.998 0.799 -6.938
H -0.952 3.122 -5.386
H 2.286 1.288 -5.344
H 1.611 1.178 -2.581
H -0.273 2.810 -3.216
H 2.806 0.053 -4.201
H 1.731 -1.498 -5.414
H -0.274 -1.978 -4.456
H 0.987 -0.307 -6.485
H -2.346 1.460 -5.992
H -2.362 -0.659 -4.989
P 1.895 1.986 0.787
C 2.008 3.163 2.207
H 3.024 3.542 2.348
H 1.680 2.615 3.095
H 1.311 3.987 2.028
C 3.500 1.082 0.891
H 4.266 1.681 1.397
H 3.834 0.827 -0.122
H 3.323 0.162 1.464
C 2.324 3.108 -0.607
H 2.114 2.583 -1.548
H 3.385 3.382 -0.569
H 1.696 4.006 -0.566
P 1.421 -3.417 -0.671
C 0.502 -4.890 -0.091
H 1.189 -5.529 0.475
H 0.167 -5.411 -0.992
H -0.375 -4.633 0.517
C 3.150 -4.012 -0.516
H 3.550 -4.013 -1.537
H 3.167 -5.036 -0.124
H 3.746 -3.338 0.120
C 1.335 -2.417 0.863
H 0.910 -2.992 1.686
H 0.689 -1.556 0.647
H 2.318 -2.058 1.182
Cl -0.167 -1.888 9.221
C 0.256 -1.480 7.613
C 1.063 -2.354 6.858
C 1.385 -2.027 5.539
C 0.919 -0.828 4.973
C 0.125 0.042 5.735
C -0.210 -0.277 7.055
C 1.338 -0.464 3.564
O 2.365 -1.064 3.161
O 0.634 0.391 2.939
H 1.430 -3.278 7.302
H 2.018 -2.688 4.950
H -0.209 0.976 5.284
H -0.827 0.394 7.651
```

- 2S+1 = 5
- HOMO energy (alpha / beta) (eV) = -10.17 / -10.32
- <S²> = 6.1133
- E_tot (a.u.) = -3886.24130
- net charge = +1
- orbital gap (alpha / beta) (eV) = 7.7984 / 4.1105

---

Molecular formula: C3H9N2O
Method: DFT, ωB97M-V/def2-TZVPD

Geometry as XYZ:
```
15
Properties=species:S:1:pos:R:3
C 1.796 0.667 -0.608
C 1.176 -0.672 -0.647
C -1.161 0.159 0.862
N -1.437 -1.038 0.846
N -1.606 1.102 -0.048
O 1.389 0.007 0.558
H 2.857 0.899 -0.742
H 1.241 1.677 -0.807
H 2.018 -1.456 -0.804
H 0.206 -0.930 -1.032
H -1.111 -1.454 1.724
H -2.079 -1.587 0.335
H -0.960 1.836 -0.320
H -2.067 0.550 -0.779
H -0.261 0.240 1.461
```

- HOMO energy (eV) = -14.73
- ΔE to the lowest compared entry with this formula, charge and spin (kcal/mol) = 85.4
- E_tot (a.u.) = -304.11424
- net charge = +1
- orbital gap (eV) = 10.8741

---

Molecular formula: C4H7Cl2N
Method: DFT, ωB97M-V/def2-TZVPD

Geometry as XYZ:
```
14
Properties=species:S:1:pos:R:3
C 0.146 -0.214 -0.253
C 1.003 0.715 0.062
C -0.034 -0.682 -1.677
C 0.873 1.127 2.146
N -0.337 0.692 2.611
Cl 2.217 0.419 2.876
Cl 1.261 2.999 2.176
H -0.520 -0.669 0.410
H 1.869 1.422 -0.193
H -1.123 -0.579 -2.130
H 0.407 -1.692 -1.630
H 0.640 -0.052 -2.414
H -0.575 0.471 3.558
H -1.048 1.403 2.418
```

- HOMO energy (eV) = -8.72
- ΔE to the lowest compared entry with this formula, charge and spin (kcal/mol) = 72.0
- E_tot (a.u.) = -1131.62371
- orbital gap (eV) = 9.4560

---

Molecular formula: CH2NO3S
Method: DFT, ωB97M-V/def2-TZVPD

Geometry as XYZ:
```
8
Properties=species:S:1:pos:R:3
C 1.616 -0.603 -1.899
N 1.085 0.267 -1.371
O -0.213 0.606 0.875
O 2.181 -1.457 -2.433
O -2.231 -0.613 0.894
S -1.214 -0.073 1.762
H -1.919 1.222 2.713
H 0.695 0.652 -0.541
```

- HOMO energy (eV) = -3.61
- ΔE to the lowest compared entry with this formula, charge and spin (kcal/mol) = 32.3
- E_tot (a.u.) = -717.98997
- net charge = -1
- orbital gap (eV) = 7.2924